(a)
{"formula": "CH5S3", "method": "the ωB97M-V functional and the def2-TZVPD basis", "elements": ["S", "H", "C", "S", "S", "H", "H", "H", "H"], "coordinates": [[2.0459, 2.5910, -0.0151], [3.1817, 1.9302, -0.1070], [-1.6801, -1.0957, 0.0937], [-0.3243, -0.7297, -1.2371], [1.2097, -0.6301, 0.1968], [-1.1997, -0.8321, 1.1049], [-2.5906, -0.4383, -0.1319], [-2.0543, -2.0355, 0.4344], [1.4117, 1.2402, -0.3387]], "charge": -1, "mol_weight_g_mol": 113.25, "gap_ev": 6.44, "homo_energy_ev": -2.83}

***

(b)
{"formula": "CH5S3", "method": "the ωB97M-V functional and the def2-TZVPD basis", "elements": ["S", "H", "C", "S", "S", "H", "H", "H", "H"], "coordinates": [[1.3875, -1.0930, 2.5073], [0.7129, -2.0726, 3.1187], [-0.0715, 0.6191, -1.7744], [-1.5974, 1.1403, -0.9754], [-1.4263, 0.2401, 0.8972], [0.6683, 1.3972, -1.6383], [-0.2377, 0.4632, -2.8411], [0.2697, -0.3221, -1.3416], [0.2945, -0.3722, 2.0477]], "charge": -1, "mol_weight_g_mol": 113.25, "gap_ev": 5.85, "homo_energy_ev": -2.46}

***

The most stable arrangement is (b), and the next structure is 0.0297 hartree less stable.